Record 1
A molecular structure, C27H36MoN at a distorted geometry, computed with ωB97M-V/def2-TZVPD.

Values from the calculation:
molar mass = 470.532 g mol⁻¹
ΔE to the lowest compared entry with this formula, charge and spin = 0.0000 eV
⟨S²⟩ = 2.27

```
! RIJCOSX wB97M-V def2-TZVPD def2/J DEFGRID3
* xyz 1 3
C 1.87404 -0.69076 1.66675
C 1.13792 0.29362 2.41208
C 1.23792 1.55098 1.72144
C 2.05279 1.34978 0.54654
C 2.46528 -0.03328 0.53512
Mo 0.22848 0.11710 0.33528
C -1.31831 0.27393 -2.84918
C -0.90674 -0.82927 -2.14751
H -1.60510 -1.65888 -2.00612
C 0.44054 -0.97768 -1.60391
H 1.28145 -0.50071 -2.13568
H 0.72233 -1.97682 -1.23247
C -2.71179 0.39441 -3.38449
H -3.42417 -0.26094 -2.87087
H -3.07935 1.42851 -3.29403
H -2.74423 0.14763 -4.45820
C -0.37982 1.34768 -3.28793
H 0.65932 1.18169 -2.98731
H -0.38854 1.44439 -4.38361
H -0.67449 2.33122 -2.89698
C 0.54513 0.12336 3.76420
H 0.37706 -0.92908 4.00998
H 1.22100 0.53580 4.52539
H -0.41054 0.65070 3.86769
C 0.63627 2.81294 2.23042
H -0.41666 2.65903 2.49524
H 1.13981 3.17238 3.13681
H 0.66994 3.60824 1.48458
C 2.49299 2.37543 -0.44391
H 1.72104 3.13496 -0.60536
H 3.40701 2.89457 -0.12082
H 2.70768 1.90946 -1.41321
C 3.41170 -0.65918 -0.43513
H 3.32858 -0.22096 -1.43646
H 4.45489 -0.52287 -0.11566
H 3.24150 -1.73922 -0.51586
C 2.10264 -2.10442 2.07414
H 2.38175 -2.71881 1.21401
H 2.90932 -2.18498 2.81524
H 1.20056 -2.53375 2.52186
C -1.33500 1.74873 -0.13474
C -2.59439 1.19312 -0.25161
C -1.17234 3.11783 -0.35541
C -3.74471 1.99122 -0.33317
H -2.63949 0.10131 -0.21613
C -2.31074 3.94054 -0.40965
H -0.17859 3.56008 -0.47690
C -3.59552 3.38235 -0.37084
H -4.73222 1.52043 -0.36298
H -2.16062 5.01915 -0.47972
H -4.48264 4.01945 -0.38820
C -3.62032 -4.47940 2.98973
C -2.78072 -3.42574 2.32650
C -2.81515 -2.10097 2.77748
C -2.01875 -1.13214 2.17794
N -1.14806 -1.43602 1.17466
C -1.12835 -2.71607 0.71754
C -1.89773 -3.72103 1.28382
H -3.29537 -4.64456 4.02658
H -4.68284 -4.20344 3.03618
H -3.54632 -5.43667 2.46513
H -3.44115 -1.80033 3.61930
H -2.05886 -0.08442 2.50030
H -0.47570 -2.92808 -0.12562
H -1.77333 -4.73450 0.90575
*
```

Atomic partial charges in e from the Löwdin method, atoms 1 to 2: C -0.310; C -0.308

Record 2
A molecular structure, C27H36N4O2S2SiTi, computed with ωB97M-V/def2-TZVPD.

Values from the calculation:
molar mass = 588.698 g mol⁻¹
ΔE to the lowest compared entry with this formula, charge and spin = 0.2386 eV

```
! RIJCOSX wB97M-V def2-TZVPD def2/J DEFGRID3
* xyz 2 1
Ti 0.38269 0.06498 0.52453
C -2.09264 -3.95032 4.53095
C -0.58877 -3.82887 4.34787
N -0.21177 -3.57065 2.95342
C -0.26818 -2.37019 2.39055
S 0.10946 -2.28102 0.67063
N -0.61319 -1.32933 3.10088
N -0.59944 -0.16037 2.39964
C -1.06774 0.88858 2.99605
C -1.65248 0.88975 4.36240
C -0.97906 2.13582 2.21886
C -1.47336 3.35517 2.64104
C -1.31721 4.46097 1.81400
C -0.66717 4.32175 0.59867
C -0.19218 3.07113 0.24519
N -0.34782 2.01297 1.03961
H -2.32382 -4.13888 5.57878
H -2.49377 -4.77577 3.94312
H -2.59484 -3.03090 4.23018
H -0.08260 -4.74668 4.64130
H -0.18426 -3.01935 4.95358
H 0.03071 -4.35052 2.36449
H -1.62064 -0.10118 4.79839
H -2.68904 1.23254 4.32412
H -1.09949 1.58566 4.99757
H -1.97309 3.44436 3.59450
H -1.69885 5.42504 2.12244
H -0.51905 5.16276 -0.06286
H 0.33244 2.90735 -0.68971
O -0.91177 0.18844 -0.95341
S -1.54951 -0.65529 -2.09413
C -2.20297 0.59940 -3.20958
C -2.76017 -0.08623 -4.42783
C -2.23271 0.19212 -5.68478
C -2.73495 -0.44715 -6.80833
C -3.75637 -1.37745 -6.67863
C -4.28706 -1.65781 -5.42703
C -3.79368 -1.01259 -4.30336
C -0.11197 -1.28532 -3.02579
C 1.02950 -0.32452 -2.97656
C 1.89518 -0.33485 -1.88023
C 2.92693 0.59249 -1.78672
C 3.10050 1.53871 -2.78662
C 2.25262 1.54304 -3.88555
C 1.22164 0.61719 -3.97983
H -1.39762 1.29818 -3.43726
H -2.96449 1.10554 -2.61278
H -1.45093 0.93509 -5.79303
H -2.33331 -0.21461 -7.78529
H -4.14583 -1.87740 -7.55497
H -5.09272 -2.37222 -5.32649
H -4.22917 -1.22150 -3.33221
H -0.48878 -1.47915 -4.03186
H 0.11788 -2.23928 -2.55015
H 1.84582 -1.15421 -1.15854
H 3.60510 0.55850 -0.94620
H 3.91247 2.25067 -2.72473
H 2.40370 2.25973 -4.68191
H 0.58357 0.60619 -4.85454
C 2.52892 0.57361 3.92923
Si 3.30473 0.29444 2.26829
C 4.40702 1.68835 1.74686
C 4.06460 -1.37926 2.06681
O 1.96908 0.30981 1.17060
H 3.28993 0.55249 4.71280
H 1.79170 -0.19874 4.16152
H 2.04283 1.55159 3.97682
H 5.21281 1.81733 2.47391
H 3.86074 2.63238 1.69566
H 4.87687 1.50610 0.77886
H 4.90286 -1.50332 2.75639
H 4.44929 -1.52348 1.05489
H 3.34289 -2.17177 2.27549
*
```

Atomic partial charges in e from the Löwdin method, atoms 1 to 2: Ti 0.891; C -0.073